Density functional theory data (the ωB97M-V functional and the def2-TZVPD basis) for a molecular structure, CH2BrP.

XYZ file:
```
5
Properties=species:S:1:pos:R:3:nbo_charge:R:1
C 0.93 0.05 0.07 -0.4456
P -1.20 -1.17 -0.08 0.3294
Br -2.40 0.55 -0.15 -0.1802
H 1.73 -0.57 0.17 0.1351
H 0.94 1.14 -0.01 0.1613
```

As for the charge: 0. Its frontier orbital gap (alpha / beta) is 7.9 / 8.6 eV. For the LUMO energy (alpha / beta), the calculation gives -1.15 / 0.08 eV. As for the spin multiplicity: 1. The relative energy (zero: lowest compared OMol25 entry of this formula, charge and spin) comes out at 77.34 kcal per mole.

Density functional theory data (the ωB97M-V functional and the def2-TZVPD basis) for a single CH2Cl2 molecule.

XYZ file:
```
5
Properties=species:S:1:pos:R:3:nbo_charge:R:1
Cl -0.19 0.99 -1.37 -0.0310
C 0.08 0.03 0.12 -0.3968
Cl -0.79 -1.48 -0.08 -0.0142
H 1.14 -0.12 0.32 0.2214
H -0.24 0.58 1.00 0.2206
```

As for the charge: 0. Its frontier orbital gap is 11.9 eV. For the LUMO energy, the calculation gives 0.95 eV. As for the spin multiplicity: 1. The relative energy (zero: lowest compared OMol25 entry of this formula, charge and spin) comes out at 2.61 kcal per mole.